Record 1
Here is a 12-piece molecular cluster, C41H73BNO23S5 overall in a non-equilibrium geometry from the OMol25 dataset. Energies are from ωB97M-V/def2-TZVPD.

Each line ends with the Mulliken charge.
Cartesian coordinates (Å):
S: 21.389675 5.851979 -27.353137  1.097
S: 23.422812 -2.407310 -14.503047  1.015
S: 33.399757 -2.672677 -10.071998  1.059
S: 33.679884 -0.435429 -21.339701  1.036
S: 29.785896 7.477912 -5.997124  1.071
O: 22.533511 6.130143 -28.191476  -0.636
O: 25.329414 4.831158 -15.583846  -0.450
O: 35.151193 8.604111 -21.487398  -0.577
O: 26.695675 5.939465 -17.273939  -0.387
O: 26.685089 6.577343 -19.536013  -0.609
O: 24.331922 -2.810798 -22.824975  -0.583
O: 33.288416 -1.243511 -22.493890  -0.640
O: 18.619475 2.225413 -7.610275  -0.554
O: 23.729268 -2.532090 -13.072137  -0.627
O: 29.149299 8.526824 -5.205802  -0.639
O: 18.375707 9.667225 -17.075520  -0.574
O: 27.673496 4.363429 -15.792751  -0.458
O: 35.198821 6.370928 -14.885355  -0.581
O: 26.149457 3.686010 -19.841973  -0.612
O: 33.481860 -1.864500 -8.830566  -0.642
O: 35.121887 -0.323504 -21.022502  -0.636
O: 28.047144 3.755389 -13.599646  -0.672
O: 34.114941 -2.253884 -11.294286  -0.639
O: 30.090037 7.679943 -7.389210  -0.619
O: 26.155873 3.699719 -17.604636  -0.437
O: 25.163374 4.527725 -13.371058  -0.674
O: 22.553763 -1.351535 -15.110645  -0.628
O: 20.890904 4.495160 -27.279365  -0.657
N: 27.322669 11.851609 -15.510462  -0.387
C: 21.628987 6.473679 -25.574489  -0.562
C: 34.936705 5.002719 -12.914126  -0.980
C: 28.911976 5.840875 -5.868984  -0.682
C: 33.590502 -4.488462 -9.819537  -0.635
C: 26.204378 4.282984 -18.804879  0.592
C: 31.584393 -2.777456 -10.324574  -0.708
C: 32.765765 1.173223 -21.253882  -0.703
C: 18.881180 7.962842 -15.466536  -1.010
C: 26.673351 -2.805729 -23.545968  -1.031
C: 34.237721 9.467633 -21.469755  0.823
C: 25.179245 -2.639624 -23.728319  0.790
C: 22.844344 -4.036612 -15.189817  -0.702
C: 24.718084 -2.281706 -25.054732  -0.990
C: 31.181842 -4.131978 -9.751560  -0.594
C: 35.566948 5.432992 -14.178776  0.723
C: 20.187375 8.286229 -17.657544  -0.907
C: 20.152172 7.103872 -27.852313  -0.739
C: 19.068547 8.717966 -16.752451  0.713
C: 28.966039 10.256835 -14.265081  -0.665
C: 36.582646 4.462183 -14.726032  -0.987
C: 29.834333 4.873530 -5.049013  -0.571
C: 20.498256 8.328061 -26.971663  -0.606
C: 32.247005 -5.089178 -10.200283  -0.571
C: 25.000427 -2.510236 -15.424955  -0.640
C: 31.316377 5.325712 -5.206232  -0.597
C: 31.332586 6.876993 -5.119062  -0.761
C: 19.356266 3.493417 -9.480114  -1.018
C: 32.929214 9.228206 -22.100613  -1.100
C: 25.791324 4.449663 -14.439902  0.626
C: 24.141776 -4.870845 -15.119816  -0.625
C: 19.550836 2.726273 -8.209936  0.773
C: 20.963823 2.433738 -7.695443  -0.964
C: 32.918413 -1.071108 -19.806649  -0.537
C: 32.590522 1.450211 -19.738712  -0.613
C: 34.529075 10.799025 -20.801155  -0.953
C: 27.348189 4.112020 -14.570220  0.556
C: 20.780839 7.738303 -25.568395  -0.655
C: 28.027637 11.137592 -14.923130  0.295
C: 26.469383 5.767763 -18.621698  0.544
C: 25.424522 -3.971418 -15.449838  -0.530
C: 32.152938 0.082249 -19.117781  -0.653
B: 26.455125 4.738771 -16.580249  0.976
H: 19.780526 9.129071 -27.148687  0.360
H: 31.759099 0.997120 -21.632957  0.318
H: 19.844862 2.857540 -10.218385  0.279
H: 32.506151 10.083238 -22.627890  0.311
H: 28.843075 5.498404 -6.901492  0.381
H: 20.253557 7.264386 -28.925654  0.408
H: 32.112903 -6.021096 -9.651070  0.292
H: 25.672753 -1.742738 -15.041501  0.464
H: 21.250331 8.557532 -25.023851  0.344
H: 31.106159 -1.855292 -9.994418  0.411
H: 32.065495 -5.227677 -11.266103  0.325
H: 31.763258 2.134951 -19.551946  0.347
H: 29.596980 9.863717 -15.062252  0.244
H: 37.410977 4.493839 -14.018247  0.310
H: 21.584928 1.879341 -8.398985  0.305
H: 36.082730 3.493701 -14.740951  0.311
H: 19.225353 6.638719 -27.516566  0.347
H: 24.123490 -5.726852 -15.794365  0.342
H: 18.144995 7.186467 -15.674787  0.258
H: 31.864973 4.961625 -4.337569  0.311
H: 32.874866 8.442583 -22.854221  0.330
H: 19.831312 7.547071 -25.068464  0.316
H: 19.804954 4.485613 -9.528365  0.329
H: 34.378857 -4.862156 -10.472940  0.357
H: 36.842006 4.785881 -15.734032  0.296
H: 29.523082 10.729091 -13.455901  0.281
H: 24.817816 -2.363605 -16.489496  0.285
H: 32.169534 7.417172 -5.561577  0.434
H: 25.015194 -3.031585 -25.787881  0.304
H: 35.006964 5.740487 -12.114833  0.323
H: 27.197544 -1.885710 -23.287334  0.280
H: 22.494572 -3.760130 -16.184456  0.324
H: 35.519663 10.730896 -20.351484  0.270
H: 18.444657 8.534465 -14.647512  0.318
H: 23.638520 -2.138491 -25.100857  0.297
H: 21.328827 3.451337 -7.556225  0.299
H: 33.791062 10.971968 -20.017865  0.313
H: 28.010079 6.080707 -5.305803  0.371
H: 31.063408 0.063215 -19.092258  0.388
H: 30.232925 -4.450425 -10.183130  0.305
H: 24.291294 -5.308949 -14.133000  0.294
H: 35.337326 4.098009 -12.456845  0.303
H: 19.835512 8.286125 -18.689191  0.298
H: 18.307401 3.552411 -9.770801  0.289
H: 26.794900 -3.578004 -22.786425  0.308
H: 31.476782 -2.822498 -11.408313  0.343
H: 32.064821 -1.596009 -20.235562  0.247
H: 27.143350 -3.253006 -24.421836  0.323
H: 31.865817 4.937196 -6.063706  0.348
H: 29.872649 3.903753 -5.545148  0.273
H: 33.906808 4.801921 -13.209252  0.280
H: 20.452019 7.284177 -17.319972  0.311
H: 28.369329 9.400344 -13.951297  0.233
H: 22.678795 6.609562 -25.314557  0.338
H: 33.186239 1.915922 -21.931881  0.436
H: 33.769824 -4.600872 -8.750280  0.369
H: 33.557546 -1.767743 -19.264142  0.434
H: 19.839012 7.505583 -15.218411  0.335
H: 29.475543 4.650340 -4.044240  0.340
H: 32.142275 8.959537 -21.395881  0.290
H: 34.390360 11.559466 -21.569646  0.292
H: 21.917880 -4.281404 -14.670344  0.437
H: 32.428194 0.256765 -18.077645  0.229
H: 33.523424 1.806498 -19.301827  0.346
H: 25.956093 -4.274896 -16.351732  0.376
H: 20.932150 1.916464 -6.736535  0.263
H: 31.233130 7.213339 -4.087038  0.339
H: 31.068720 -4.092849 -8.668152  0.328
H: 26.009915 -4.126394 -14.543529  0.214
H: 25.069293 -1.266089 -25.237174  0.302
H: 21.228366 5.638600 -24.999824  0.334
H: 21.011734 8.965890 -17.441698  0.258
H: 21.448152 8.709378 -27.346336  0.311

Cartesian forces (eV/Å) of the 2 atoms listed first:
S 0.7 0.4 0.4
S -1.0 0.5 -1.8

Computed properties:
molecular weight: 1119.17 g/mol
2S+1: 1
HOMO energy: -7.142 eV
HOMO-LUMO gap: 0.3179 Ha
LUMO: 0.055 hartree
total charge: -1
relative energy (zero: lowest compared OMol25 entry of this formula, charge and spin): 2.9337 eV



Record 2
Here is C5H7NO in the gas phase in a non-equilibrium geometry from the OMol25 dataset. Energies are from ωB97M-V/def2-TZVPD.

Each line ends with the Mulliken charge.
Cartesian coordinates (Å):
O: 0.016792 2.490770 -1.270622  -0.581
N: 1.054202 0.867847 -0.044857  -0.200
C: -1.299268 -0.678711 -0.306056  -0.178
C: 0.943077 -0.292109 0.895482  -0.577
C: 0.027310 -1.333838 0.202439  -0.535
C: -0.049389 1.510078 -0.589543  0.360
C: -1.340551 0.694821 -0.501792  -0.419
H: 1.973493 -0.727956 1.173663  0.343
H: 0.440295 0.002553 1.851318  0.269
H: 2.006355 1.412401 -0.214495  0.274
H: -2.205405 -1.295151 -0.484952  0.336
H: -2.295903 1.145101 -0.933585  0.319
H: 0.070021 -2.195702 0.873542  0.353
H: 0.658970 -1.600103 -0.650542  0.237

Cartesian forces (eV/Å) of the 2 atoms listed first:
O 0.2 1.3 -0.4
N 2.4 1.5 0.1

Computed properties:
molecular weight: 97.12 g/mol
2S+1: 1
HOMO energy: -9.565 eV
HOMO-LUMO gap: 0.3841 Ha
LUMO: 0.033 hartree
SMILES: O=C1C=CCCN1
relative energy (zero: lowest compared OMol25 entry of this formula, charge and spin): 1.0195 eV